Record 1
C2H2FI3O | wB97M-V/def2-TZVPD

HOMO-LUMO gap = 8.7481 eV
relative energy (zero: lowest compared OMol25 entry of this formula, charge and spin) = 0.550 eV

Each line ends with the Mulliken charge.
CARTESIAN COORDINATES (ANGSTROEM)
1 C 0.727 -0.976 -0.277  -0.821
2 C -0.243 -0.275 -1.157  0.276
3 O -1.288 0.253 -0.928  -0.391
4 F -0.786 1.620 1.757  -0.362
5 I 2.535 0.170 -0.204  0.240
6 I -0.099 -1.432 1.640  0.137
7 I 0.389 -0.282 -3.199  0.059
8 H 0.966 -2.068 -0.772  0.484
9 H -0.980 1.735 2.680  0.377

***

Record 2
C30H72F2NO16P3S5 | wB97M-V/def2-TZVPD

HOMO-LUMO gap = 8.1814 eV

Each line ends with the Mulliken charge.
CARTESIAN COORDINATES (ANGSTROEM)
1 C -3.718 3.815 2.986  -1.219
2 C -2.594 3.851 1.938  -0.261
3 C -1.440 2.904 2.224  -0.434
4 O -1.746 1.622 1.701  -0.043
5 C -0.631 0.787 1.447  -2.389
6 C -0.881 -0.116 0.203  2.676
7 C -2.382 -0.393 0.011  -0.816
8 C -3.085 -1.344 0.999  -0.802
9 C -2.647 -1.324 2.461  0.860
10 C -3.496 -2.232 3.339  -1.127
11 O -3.679 -3.534 2.783  -0.548
12 C -0.351 0.536 -1.083  -0.566
13 C -0.772 1.988 -1.271  -1.369
14 O 0.270 2.850 -0.763  -0.233
15 C 0.030 4.162 -0.841  0.794
16 C 1.167 4.955 -0.263  -1.179
17 O -0.974 4.616 -1.296  -0.580
18 O -0.319 -1.435 0.446  -0.294
19 C 1.027 -1.864 0.296  1.057
20 C 1.143 -3.101 1.207  -1.123
21 P 0.072 -4.550 1.062  0.594
22 O 0.687 -5.785 0.558  -0.776
23 O -1.218 -4.065 0.269  -0.372
24 O -0.480 -4.758 2.576  -0.564
25 P 2.243 -0.515 0.946  -0.254
26 O 1.910 -0.809 2.543  -0.568
27 O 3.708 -1.332 0.912  -0.347
28 C 1.487 -2.142 -1.215  0.281
29 O 2.393 -1.093 -1.564  -0.709
30 C 2.249 -3.468 -1.364  -1.019
31 C 2.776 -3.682 -2.783  -0.762
32 F 2.445 -4.952 -3.233  -0.459
33 N 0.294 -1.994 -2.107  0.629
34 F 0.623 -1.155 -3.205  -0.332
35 P -0.663 -3.378 -2.612  0.286
36 C -2.316 -2.575 -2.670  -1.082
37 C -0.373 -3.475 -4.417  -1.226
38 H -4.699 3.730 2.516  0.175
39 H -3.603 2.961 3.658  0.388
40 H -3.758 4.726 3.582  0.282
41 H -2.207 4.864 1.810  0.452
42 H -2.991 3.549 0.964  0.148
43 H -1.274 2.818 3.310  0.422
44 H -0.503 3.268 1.786  -0.038
45 H -0.422 0.146 2.303  0.869
46 H 0.254 1.416 1.289  1.085
47 H -2.911 0.558 -0.049  0.525
48 H -2.452 -0.859 -0.977  -0.317
49 H -4.158 -1.111 0.971  0.723
50 H -2.994 -2.361 0.629  0.080
51 H -1.607 -1.647 2.543  -0.263
52 H -2.732 -0.304 2.851  -0.198
53 H -4.492 -1.807 3.493  0.420
54 H -3.024 -2.317 4.325  0.401
55 H -2.960 -4.096 3.094  0.274
56 H 0.739 0.501 -1.138  0.158
57 H -0.714 -0.033 -1.938  -0.053
58 H -1.700 2.239 -0.757  0.092
59 H -0.910 2.216 -2.329  0.671
60 H 1.124 4.895 0.827  0.263
61 H 2.123 4.542 -0.581  0.300
62 H 1.072 5.994 -0.570  0.368
63 H 2.157 -3.510 1.202  0.017
64 H 0.949 -2.740 2.217  1.353
65 H -1.636 -4.837 -0.150  0.349
66 H -0.182 -5.635 2.868  0.341
67 H 2.711 -0.694 3.073  0.298
68 H 4.327 -0.709 0.504  0.314
69 H 3.280 -1.472 -1.560  0.594
70 H 1.644 -4.337 -1.099  0.099
71 H 3.080 -3.445 -0.651  0.715
72 H 2.396 -2.952 -3.501  0.339
73 H 3.869 -3.621 -2.803  0.375
74 H -2.243 -1.492 -2.783  0.254
75 H -2.853 -2.965 -3.538  0.628
76 H -2.889 -2.806 -1.770  0.192
77 H -1.138 -4.155 -4.800  0.508
78 H 0.602 -3.896 -4.648  0.256
79 H -0.461 -2.513 -4.919  0.321
80 C 4.863 -3.760 -5.864  -0.816
81 S 3.980 -2.431 -6.690  0.363
82 O 2.608 -2.431 -6.101  -0.476
83 C 3.868 -3.244 -8.284  -0.989
84 H 5.002 -3.457 -4.827  0.035
85 H 4.250 -4.660 -5.903  0.420
86 H 5.829 -3.901 -6.346  0.452
87 H 3.363 -4.200 -8.156  0.310
88 H 4.876 -3.369 -8.679  0.368
89 H 3.286 -2.596 -8.936  0.337
90 C -6.121 6.526 0.849  -0.942
91 S -6.632 7.125 2.462  0.462
92 O -5.780 6.424 3.463  -0.518
93 C -8.228 6.307 2.492  -0.952
94 H -5.111 6.892 0.673  0.326
95 H -6.127 5.436 0.853  0.238
96 H -6.795 6.919 0.088  0.418
97 H -8.081 5.233 2.379  0.289
98 H -8.853 6.704 1.692  0.378
99 H -8.683 6.525 3.456  0.325
100 C 3.837 -4.780 4.436  -1.117
101 S 4.287 -3.839 2.973  0.905
102 O 4.099 -4.734 1.801  -0.690
103 C 6.052 -3.801 3.305  -1.168
104 H 2.764 -4.955 4.383  0.242
105 H 4.372 -5.729 4.438  0.393
106 H 4.070 -4.195 5.325  0.393
107 H 6.424 -4.822 3.386  0.384
108 H 6.238 -3.243 4.222  0.383
109 H 6.526 -3.298 2.464  0.320
110 C -6.839 6.492 8.059  -0.850
111 S -6.510 8.250 7.871  0.471
112 O -7.798 8.880 7.475  -0.618
113 C -5.535 8.095 6.375  -0.604
114 H -7.491 6.375 8.922  0.313
115 H -7.334 6.128 7.159  0.249
116 H -5.901 5.963 8.226  0.337
117 H -6.127 7.609 5.601  -0.002
118 H -4.634 7.517 6.580  0.334
119 H -5.261 9.100 6.057  0.352
120 C 7.641 -0.655 -5.626  -0.881
121 S 7.613 -0.882 -7.406  0.480
122 O 6.985 -2.212 -7.642  -0.547
123 C 9.379 -1.115 -7.617  -0.980
124 H 6.606 -0.544 -5.306  0.236
125 H 8.090 -1.533 -5.162  0.301
126 H 8.202 0.248 -5.384  0.416
127 H 9.704 -1.959 -7.008  0.310
128 H 9.901 -0.202 -7.332  0.382
129 H 9.552 -1.325 -8.670  0.325

***

Record 3
C24H49NO8 | wB97M-V/def2-TZVPD

multiplicity = 2
HOMO-LUMO gap (spin up / spin down) = 6.7561 / 1.9452 eV
charge = +1
<S²> = 0.78

Each line ends with the Mulliken spin population.
CARTESIAN COORDINATES (ANGSTROEM)
1 C -3.077 -4.697 -0.606  -0.146
2 O -2.495 -5.416 0.204  0.389
3 N -3.707 -3.553 -0.207  0.646
4 C -4.230 -2.518 -1.086  -0.008
5 C -3.841 -3.241 1.271  -0.005
6 H -2.993 -4.758 -1.702  -0.013
7 H -4.285 -1.558 -0.574  0.012
8 H -5.244 -2.764 -1.404  0.054
9 H -3.658 -2.435 -2.010  0.022
10 H -3.857 -4.118 1.919  0.012
11 H -3.076 -2.536 1.595  0.024
12 H -4.819 -2.766 1.354  0.012
13 C 2.527 4.038 3.062  0.000
14 C 2.723 2.568 3.199  0.000
15 O 1.996 1.882 3.914  0.000
16 C 3.878 1.968 2.465  0.000
17 H 2.349 4.415 2.055  0.000
18 H 3.376 4.536 3.530  0.000
19 H 1.604 4.259 3.598  0.000
20 H 3.475 1.526 1.554  0.000
21 H 4.194 1.146 3.108  0.000
22 H 4.666 2.650 2.144  0.000
23 C 0.778 2.914 -5.076  0.000
24 C 0.070 2.743 -3.770  0.000
25 O -0.806 3.528 -3.374  0.000
26 C 0.513 1.600 -2.946  0.000
27 H 0.495 2.027 -5.643  0.000
28 H 1.832 3.074 -4.849  0.000
29 H 0.444 3.769 -5.663  0.000
30 H 0.644 0.688 -3.528  0.000
31 H -0.192 1.366 -2.148  0.000
32 H 1.479 1.948 -2.581  0.000
33 C -4.528 0.630 4.298  0.000
34 C -3.105 0.749 4.751  0.000
35 O -2.735 1.619 5.543  0.000
36 C -2.126 -0.254 4.252  -0.002
37 H -5.160 0.052 4.973  0.000
38 H -4.621 0.013 3.404  0.000
39 H -4.812 1.648 4.032  0.000
40 H -2.076 -0.180 3.165  0.002
41 H -2.431 -1.214 4.667  0.000
42 H -1.132 0.071 4.558  0.000
43 C -1.175 3.842 -0.394  0.000
44 C -0.733 4.318 0.972  0.000
45 O 0.091 5.149 0.969  0.000
46 C -1.389 3.962 2.230  0.000
47 H -1.793 2.946 -0.322  0.000
48 H -0.355 3.588 -1.065  0.000
49 H -1.703 4.625 -0.938  0.000
50 H -0.956 4.433 3.113  0.000
51 H -1.309 2.892 2.419  0.000
52 H -2.432 4.280 2.213  0.000
53 C 5.322 -0.341 -1.534  0.000
54 C 3.845 -0.436 -1.128  0.000
55 O 3.485 -0.349 0.047  0.000
56 C 2.927 -0.976 -2.242  0.000
57 H 5.543 0.417 -2.285  0.000
58 H 5.709 -1.292 -1.900  0.000
59 H 5.941 -0.127 -0.663  0.000
60 H 3.212 -2.010 -2.434  0.000
61 H 2.884 -0.424 -3.181  0.000
62 H 1.930 -1.062 -1.810  0.000
63 C 0.817 -0.369 1.955  0.000
64 C 0.075 -0.533 0.606  -0.002
65 O -0.370 0.437 -0.054  0.000
66 C -0.043 -1.979 0.034  0.000
67 H 0.341 -0.711 2.874  0.000
68 H 1.082 0.685 2.035  0.000
69 H 1.681 -1.014 1.793  0.000
70 H -0.573 -1.989 -0.918  0.003
71 H -0.592 -2.609 0.734  -0.002
72 H 0.927 -2.450 -0.121  0.000
73 C 0.345 -2.762 -3.753  0.000
74 C 0.500 -4.174 -3.305  0.000
75 O -0.451 -4.953 -3.384  0.000
76 C 1.834 -4.700 -2.670  0.000
77 H 0.457 -1.967 -3.016  0.000
78 H -0.615 -2.679 -4.263  0.000
79 H 1.022 -2.656 -4.601  0.000
80 H 2.406 -3.884 -2.228  0.000
81 H 2.527 -5.166 -3.371  0.000
82 H 1.552 -5.376 -1.863  0.000

***

Record 4
C9H13NO | wB97M-V/def2-TZVPD

HOMO-LUMO gap = 8.7592 eV
SMILES string = CNC(C)=O.c1ccccc1
relative energy (zero: lowest compared OMol25 entry of this formula, charge and spin) = 5.244 eV

Each line ends with the Mulliken charge.
CARTESIAN COORDINATES (ANGSTROEM)
1 C 0.547 2.647 -2.611  -0.726
2 N 0.792 1.958 -1.237  -0.232
3 C 0.033 1.281 -0.311  0.710
4 C 0.685 0.615 0.892  -1.357
5 O -1.146 0.975 -0.570  -0.587
6 H -0.453 2.174 -2.860  0.291
7 H 0.610 3.830 -2.737  0.233
8 H 1.500 2.145 -3.252  0.251
9 H 1.744 2.119 -0.798  0.242
10 H 1.632 0.899 1.117  0.663
11 H 0.430 -0.528 0.896  -0.007
12 H 0.299 0.981 1.818  0.354
13 C 0.390 -2.588 0.699  -0.481
14 C -0.113 -1.980 -0.433  -0.011
15 C -1.065 -0.997 -0.333  -0.663
16 C -1.552 -0.632 0.917  -0.156
17 C -1.007 -1.171 2.073  -0.807
18 C -0.043 -2.152 1.960  0.043
19 H 1.172 -3.358 0.606  0.355
20 H 0.187 -2.364 -1.429  0.351
21 H -1.441 -0.560 -1.266  0.371
22 H -2.276 0.196 1.026  0.381
23 H -1.349 -0.808 3.024  0.445
24 H 0.425 -2.679 2.810  0.337

***

Record 5
C24H48IN3O3 | wB97M-V/def2-TZVPD

HOMO-LUMO gap = 8.3682 eV
SMILES string = CC[C@H](I)OC(=O)OCCCCn1cccc1.CCN(CC)CC.CCN(CC)CC

Each line ends with the Mulliken charge.
CARTESIAN COORDINATES (ANGSTROEM)
1 C -4.429 3.197 -4.421  -1.044
2 C -3.864 4.512 -3.754  -0.353
3 C -3.782 4.434 -2.173  -0.458
4 I -5.197 5.808 -1.204  0.013
5 O -2.461 4.906 -1.801  -0.331
6 C -1.682 3.833 -1.361  0.585
7 O -1.584 2.868 -2.077  -0.497
8 O -1.143 3.979 -0.124  -0.307
9 C 0.078 3.214 0.041  -0.613
10 C -0.294 1.742 0.460  -0.239
11 C 0.749 1.047 1.420  -0.754
12 C 0.669 -0.530 1.148  -0.687
13 N 1.812 -0.968 0.325  0.227
14 C 2.393 -2.208 0.556  -0.540
15 C 3.507 -2.313 -0.392  -0.325
16 C 3.525 -1.060 -1.196  -0.582
17 C 2.414 -0.261 -0.700  -0.184
18 H -4.060 3.158 -5.480  0.303
19 H -4.068 2.299 -3.856  0.291
20 H -5.553 3.163 -4.402  0.304
21 H -4.557 5.346 -4.046  0.368
22 H -2.859 4.766 -4.182  0.300
23 H -4.009 3.417 -1.774  0.541
24 H 0.736 3.278 -0.867  0.266
25 H 0.667 3.694 0.874  0.383
26 H -0.370 1.143 -0.492  0.334
27 H -1.296 1.766 0.970  0.172
28 H 1.793 1.434 1.337  0.503
29 H 0.437 1.160 2.499  0.342
30 H -0.299 -0.758 0.616  0.250
31 H 0.614 -1.077 2.127  0.416
32 H 2.100 -2.981 1.291  0.311
33 H 4.228 -3.147 -0.519  0.396
34 H 4.206 -0.742 -2.013  0.363
35 H 2.047 0.735 -1.017  0.241
36 C 8.294 -3.089 -1.301  -1.303
37 C 7.878 -4.474 -0.823  -0.408
38 N 6.905 -5.125 -1.686  0.208
39 C 6.315 -6.318 -1.090  -0.707
40 C 7.238 -7.507 -0.812  -1.064
41 C 7.270 -5.249 -3.090  -0.742
42 C 8.557 -6.006 -3.427  -0.972
43 H 7.425 -2.438 -1.424  0.224
44 H 8.956 -2.627 -0.564  0.435
45 H 8.837 -3.127 -2.247  0.293
46 H 7.439 -4.353 0.173  0.437
47 H 8.781 -5.086 -0.690  0.257
48 H 5.482 -6.657 -1.714  0.424
49 H 5.852 -6.023 -0.142  0.352
50 H 7.492 -8.043 -1.726  0.220
51 H 6.729 -8.221 -0.158  0.413
52 H 8.160 -7.211 -0.310  0.281
53 H 7.349 -4.243 -3.512  0.392
54 H 6.440 -5.703 -3.640  0.369
55 H 9.387 -5.738 -2.770  0.244
56 H 8.867 -5.766 -4.449  0.376
57 H 8.416 -7.086 -3.387  0.274
58 C -8.077 1.352 4.882  -1.424
59 C -6.840 1.602 4.029  -0.291
60 N -7.118 2.297 2.782  0.103
61 C -5.991 2.295 1.858  -0.792
62 C -4.722 3.037 2.281  -0.383
63 C -7.824 3.566 2.896  -0.699
64 C -7.180 4.666 3.743  -0.941
65 H -8.836 0.802 4.321  0.330
66 H -7.807 0.754 5.756  0.431
67 H -8.518 2.281 5.248  0.296
68 H -6.405 0.625 3.795  0.427
69 H -6.095 2.135 4.637  0.246
70 H -6.320 2.683 0.888  0.331
71 H -5.722 1.250 1.663  0.380
72 H -4.840 4.117 2.194  0.117
73 H -3.896 2.756 1.620  -0.040
74 H -4.416 2.797 3.300  0.324
75 H -8.821 3.367 3.303  0.384
76 H -8.021 3.962 1.895  0.327
77 H -6.777 4.290 4.686  0.238
78 H -7.929 5.423 3.993  0.371
79 H -6.383 5.178 3.204  0.270

***

So what do the calculations give for max |F|? Going down the list: 3.235; 1.150; 4.630; 6.110; 4.224 eV/Å.